(1)
C2H4NO2 | ωB97M-V with the def2-TZVPD basis set

Each atom is followed by the atoms it is bonded to, with distances in Å.
Atoms and positions in Å:
1 O -1.89 -1.33 0.18  C4 1.260
2 O -1.58 0.93 0.35  C4 1.259
3 N 1.06 0.74 0.30  C5 1.470, H6 1.012, H7 1.007
4 C -1.22 -0.26 0.15  O1 1.260, O2 1.259, C5 1.542
5 C 0.29 -0.46 -0.09  N3 1.470, C4 1.542, H8 1.075, H9 1.084
6 H 0.42 1.51 0.16  N3 1.012
7 H 1.82 0.85 -0.34  N3 1.007
8 H 0.40 -0.66 -1.14  C5 1.075
9 H 0.69 -1.32 0.43  C5 1.084

The calculated total energy comes out at -7725.41367 eV. The value obtained for the LUMO energy is 4.59 eV. As for the net charge: -1. The SMILES is NCC(=O)[O-]. The largest force on an atom comes out at 1.071 eV/A.

Mulliken atomic charge list, values in e, 4 entries:
1 O -0.7433
2 O -0.7433
3 N -0.6337
4 C 0.5377

---

(2)
BH16O6 | ωB97M-V with the def2-TZVPD basis set

Each atom is followed by the atoms it is bonded to, with distances in Å.
Atoms and positions in Å:
1 O 4.50 39.19 20.42  H19 0.961, H22 1.027
2 O 4.35 39.78 14.17  H9 1.122, H20 1.028
3 O 8.40 39.99 17.10  H12 1.018, H16 0.904
4 O 2.32 43.64 16.75  H15 1.074, H17 1.088
5 O 6.63 42.84 14.96  H10 1.043, H11 0.921
6 O 5.74 43.19 21.66  H8 0.986, H21 0.974
7 B 5.26 41.85 18.32  H13 1.181, H14 1.230, H18 1.270, H23 1.218
8 H 4.86 42.80 21.89  O6 0.986
9 H 3.56 40.03 14.92  O2 1.122
10 H 6.03 42.69 15.80  O5 1.043
11 H 7.40 42.41 15.24  O5 0.921
12 H 8.89 40.86 16.91  O3 1.018
13 H 5.50 42.96 17.98  B7 1.181
14 H 4.31 41.90 19.09  B7 1.230
15 H 2.27 44.42 17.49  O4 1.074
16 H 7.88 40.28 17.78  O3 0.904
17 H 3.22 43.15 17.11  O4 1.088
18 H 4.79 41.12 17.39  B7 1.270
19 H 4.68 39.92 19.83  O1 0.961
20 H 3.99 39.24 13.38  O2 1.028
21 H 5.82 43.03 20.70  O6 0.974
22 H 3.56 38.86 20.17  O1 1.027
23 H 6.28 41.26 18.64  B7 1.218

The calculated total energy comes out at -13220.15314 eV. The value obtained for the LUMO energy is 3.05 eV. As for the net charge: -1. The largest force on an atom comes out at 5.293 eV/A.

Mulliken atomic charge list, values in e, 4 entries:
1 O -0.7188
2 O -0.6497
3 O -0.6552
4 O -0.7123

---

(3)
C14H30NO8PS | ωB97M-V with the def2-TZVPD basis set

Each atom is followed by the atoms it is bonded to, with distances in Å.
Atoms and positions in Å:
1 S 1.34 -0.86 1.37  O3 1.429, O4 1.605, O6 1.435, C15 1.826
2 P 2.41 2.80 -0.29  O7 1.642, O8 1.647, C12 1.892
3 O 1.48 -0.99 2.78  S1 1.429
4 O 1.72 0.68 1.09  S1 1.605, C12 1.445
5 O -0.14 -3.46 2.18  C13 1.421, C14 1.408
6 O 2.12 -1.65 0.46  S1 1.435
7 O 1.17 3.82 0.02  P2 1.642, H42 0.961
8 O 2.52 2.96 -1.92  P2 1.647, H40 0.961
9 O 3.32 8.67 -1.11  N11 1.212
10 O 4.83 7.13 -1.15  N11 1.212
11 N 3.68 7.52 -1.04  O9 1.212, O10 1.212, C20 1.489
12 C 1.52 1.13 -0.27  P2 1.892, O4 1.445, C22 1.542, H39 1.096
13 C 0.78 -4.19 2.99  O5 1.421, C16 1.527, H26 1.094, H33 1.097
14 C -0.98 -2.59 2.89  O5 1.408, C19 1.546, H31 1.093, H46 1.098
15 C -0.42 -0.93 0.89  S1 1.826, C19 1.542, C24 1.546, C25 1.541
16 C 1.85 -4.83 2.11  C13 1.527, H37 1.088, H38 1.090, H43 1.091
17 C -2.01 -1.93 -0.89  C21 1.536, C25 1.542, H47 1.094, H49 1.093
18 C -3.40 -1.24 -2.91  C21 1.528, C23 1.543, H36 1.094, H54 1.092
19 C -1.29 -1.29 2.12  C14 1.546, C15 1.542, H35 1.093, H45 1.092
20 C 2.64 6.48 -0.79  N11 1.489, H51 1.085, H53 1.083, H55 1.086
21 C -2.07 -1.80 -2.41  C17 1.536, C18 1.528, H28 1.095, H48 1.094
22 C 0.03 1.10 -0.65  C12 1.542, C24 1.526, H50 1.092, H52 1.092
23 C -3.63 0.23 -2.48  C18 1.543, H29 1.090, H34 1.093, H41 1.092
24 C -0.81 0.52 0.48  C15 1.546, C22 1.526, H30 1.096, H32 1.091
25 C -0.58 -1.88 -0.31  C15 1.541, C17 1.542, H27 1.093, H44 1.083
26 H 1.22 -3.51 3.72  C13 1.094
27 H 0.11 -1.57 -1.10  C25 1.093
28 H -1.26 -1.16 -2.79  C21 1.095
29 H -3.91 0.84 -3.34  C23 1.090
30 H -0.66 1.15 1.37  C24 1.096
31 H -0.53 -2.34 3.85  C14 1.093
32 H -1.87 0.56 0.25  C24 1.091
33 H 0.23 -4.96 3.55  C13 1.097
34 H -2.73 0.65 -2.03  C23 1.093
35 H -2.32 -1.31 1.75  C19 1.093
36 H -3.39 -1.29 -4.01  C18 1.094
37 H 2.85 -4.58 2.46  C16 1.088
38 H 1.73 -5.91 2.04  C16 1.090
39 H 2.09 0.48 -0.94  C12 1.096
40 H 2.56 2.13 -2.40  O8 0.961
41 H -4.45 0.31 -1.76  C23 1.092
42 H 0.38 3.41 0.39  O7 0.961
43 H 1.76 -4.42 1.10  C16 1.091
44 H -0.27 -2.87 -0.02  C25 1.083
45 H -1.23 -0.46 2.82  C19 1.092
46 H -1.93 -3.10 3.12  C14 1.098
47 H -2.43 -2.91 -0.63  C17 1.094
48 H -1.92 -2.79 -2.86  C21 1.094
49 H -2.68 -1.20 -0.42  C17 1.093
50 H -0.09 0.52 -1.57  C22 1.092
51 H 2.90 5.97 0.13  C20 1.085
52 H -0.36 2.09 -0.90  C22 1.092
53 H 1.68 6.97 -0.72  C20 1.083
54 H -4.23 -1.87 -2.59  C18 1.092
55 H 2.68 5.79 -1.63  C20 1.086

The calculated total energy comes out at -52995.97831 eV. The value obtained for the LUMO energy is 0.25 eV. The SMILES is CCCCC[C@]1(CCOCC)CC[C@@H](P(O)O)OS1(=O)=O.C[N+](=O)[O-]. The largest force on an atom comes out at 0.453 eV/A.

Mulliken atomic charge list, values in e, 4 entries:
1 S 1.4832
2 P 0.0268
3 O -0.7425
4 O -0.4183

---

(4)
C6H8N2O | ωB97M-V with the def2-TZVPD basis set

Each atom is followed by the atoms it is bonded to, with distances in Å.
Atoms and positions in Å:
1 O -1.63 -0.07 0.57  N3 1.426, C5 1.413
2 N -1.75 2.15 0.88  N3 1.194, H12 1.092
3 N -1.04 1.22 0.63  O1 1.426, N2 1.194
4 C 1.54 0.53 -0.74  C8 1.290, C9 1.490, H14 1.063
5 C -0.58 -1.00 0.41  O1 1.413, C6 1.589, C7 1.487, H13 1.099
6 C -0.21 -1.03 -1.13  C5 1.589, C8 1.456, H10 1.056, H15 1.088
7 C 0.50 -0.51 1.31  C5 1.487, C9 1.315, H16 1.107
8 C 0.69 0.02 -1.57  C4 1.290, C6 1.456, H11 1.173
9 C 1.41 0.23 0.71  C4 1.490, C7 1.315, H17 1.000
10 H -1.10 -0.92 -1.68  C6 1.056
11 H 0.85 0.17 -2.73  C8 1.173
12 H -2.73 1.92 1.31  N2 1.092
13 H -0.88 -2.00 0.77  C5 1.099
14 H 2.32 1.23 -0.90  C4 1.063
15 H 0.23 -1.98 -1.43  C6 1.088
16 H 0.31 -0.73 2.38  C7 1.107
17 H 2.08 0.78 1.22  C9 1.000

The calculated total energy comes out at -11374.74668 eV. The value obtained for the LUMO energy is 0.99 eV. The SMILES is [H]/N=N\O[C@@H]1C=CC=CC1. The largest force on an atom comes out at 4.145 eV/A.

Mulliken atomic charge list, values in e, 4 entries:
1 O -0.3137
2 N -0.8905
3 N 0.5475
4 C -0.1142

---

(5)
C3H11NOS | ωB97M-V with the def2-TZVPD basis set

Each atom is followed by the atoms it is bonded to, with distances in Å.
Atoms and positions in Å:
1 S 0.39 -0.79 -1.52  C4 1.865, H11 1.363
2 O -2.60 2.27 -1.87  H7 0.955, H13 0.948
3 N 0.27 1.09 0.96  C5 1.489, H10 1.020, H12 1.017
4 C 0.75 -1.29 0.24  S1 1.865, C5 1.509, H8 1.097, H16 1.094
5 C 0.38 -0.34 1.35  N3 1.489, C4 1.509, C6 1.573, H14 1.084
6 C 1.12 -0.69 2.69  C5 1.573, H9 1.102, H15 1.096, H17 1.083
7 H -2.63 2.59 -2.77  O2 0.955
8 H 1.83 -1.44 0.15  C4 1.097
9 H 2.18 -0.82 2.43  C6 1.102
10 H 1.23 1.39 0.78  N3 1.020
11 H -0.95 -1.02 -1.68  S1 1.363
12 H 0.00 1.58 1.81  N3 1.017
13 H -3.42 2.48 -1.45  O2 0.948
14 H -0.65 -0.57 1.62  C5 1.084
15 H 0.96 -1.74 3.00  C6 1.096
16 H 0.23 -2.24 0.33  C4 1.094
17 H 1.03 0.05 3.47  C6 1.083

The calculated total energy comes out at -17661.46807 eV. The value obtained for the LUMO energy is 0.90 eV. The SMILES is C[C@@H](N)CS.O. The largest force on an atom comes out at 2.654 eV/A.

Mulliken atomic charge list, values in e, 4 entries:
1 S -0.2003
2 O -0.6168
3 N -0.5530
4 C -0.9142

---

The relative energy (zero: lowest compared OMol25 entry of this formula, charge and spin) results, record by record, are as follows: 19.2, 181.7, 420.4, 443.8, 92.0 kJ/mol.
The highest occupied orbital energy results, record by record, are as follows: -3.98, -5.87, -9.57, -8.73, -8.57 eV.
The orbital gap results, record by record, are as follows: 8.57, 8.92, 9.83, 9.72, 9.47 eV.